Record 1
Formula: C56H52AsN9Pb
Source: OMol25
Level of theory: ωB97M-V/def2-TZVPD

Results
ΔE to the lowest compared entry with this formula, charge and spin (kJ/mol): 855.1
E_LUMO (spin up / spin down) (eV): -0.6 / -0.6
HOMO-LUMO gap (spin up / spin down) (eV): 3.941 / 3.940

Last column: Löwdin charge in e.
Atoms and positions in Å:
H 12.3184 17.0279 16.5084  0.089
C 15.9055 11.4895 4.1058  -0.089
H 12.9465 2.9696 8.7024  0.126
H 7.6068 11.0713 12.9762  0.065
C 13.5332 12.1987 15.5453  -0.230
H 18.5028 14.4026 15.5052  0.096
C 14.8830 3.6366 9.0661  -0.062
C 15.3558 6.2187 8.7273  -0.137
H 18.9740 5.5647 9.3624  0.083
H 10.7549 16.1388 16.5793  0.063
C 20.0291 6.1686 14.6829  -0.167
C 13.0555 14.9097 6.9357  -0.112
H 11.6027 8.3591 9.0002  0.083
H 19.5130 7.7095 17.7935  0.101
N 11.7593 7.6128 14.2214  0.080
H 17.2471 8.3159 16.5121  0.118
H 18.0238 11.7345 15.8112  0.093
N 13.3032 10.8679 15.0189  0.061
C 13.3613 14.5755 14.7581  -0.014
C 17.3441 6.8694 9.5904  -0.183
C 10.8663 12.1207 12.3639  -0.082
H 13.0053 11.9607 6.6225  0.100
C 14.8987 15.7735 8.0974  -0.150
H 13.1069 11.9545 17.6070  0.102
C 18.7694 15.6632 6.5628  -0.094
N 10.9253 8.6458 14.5532  -0.074
N 17.5409 6.8788 15.0332  -0.090
H 13.5660 15.3516 14.0145  0.114
C 20.3502 6.6277 16.1338  -0.189
C 12.1385 13.7967 16.7767  -0.053
C 16.3314 14.3466 15.1766  -0.026
H 16.8098 15.1299 5.7633  0.115
H 17.5201 6.7461 17.1220  0.109
C 17.5666 13.8310 15.4287  -0.102
C 11.0009 10.0947 14.4039  -0.127
C 12.5765 16.2493 6.8542  -0.065
H 15.7219 15.6389 8.7458  0.075
C 15.7082 4.8321 9.0621  -0.132
H 17.8790 7.6508 10.2002  0.125
H 14.3574 11.4525 2.5904  0.101
C 18.3358 13.6892 8.5425  -0.082
C 12.1943 7.6302 8.5184  -0.031
C 12.1526 11.6770 12.8668  -0.226
C 13.3918 17.3760 7.1507  -0.090
C 17.9325 5.6516 9.3920  -0.060
Pb 14.1894 9.9243 11.9648  0.919
H 11.5135 16.4192 6.6462  0.104
C 8.3984 11.3150 12.2422  -0.053
H 11.3969 14.0294 17.5504  0.094
C 17.8996 7.4503 16.3842  -0.117
N 16.1727 12.0474 14.6547  0.072
N 15.9907 8.1625 13.5312  0.064
C 17.3379 13.9501 7.5218  -0.371
H 20.6355 16.0160 7.6734  0.099
C 15.1712 12.0496 6.3446  -0.398
C 14.0046 6.4557 8.3356  -0.185
N 15.4925 13.2269 14.6481  -0.089
H 14.5754 17.9049 8.7374  0.110
C 13.8395 11.8918 5.9131  -0.134
C 16.6763 7.5109 14.2473  -0.276
As 15.4952 13.2291 7.7913  1.247
C 17.0577 4.5503 9.2742  -0.013
H 16.7128 11.3914 3.4045  0.095
H 14.4770 12.8226 9.6673  -0.060
C 13.5146 11.7078 4.5439  -0.077
H 21.3939 6.9443 16.2470  0.107
C 12.2743 10.7231 14.0890  -0.375
C 14.2388 17.0533 8.1348  -0.083
C 12.8891 12.5725 16.7398  -0.027
H 9.0052 10.6787 14.8686  0.101
H 15.2047 2.6918 9.4809  0.115
H 8.0635 12.1769 11.6913  0.054
H 19.6825 8.7419 16.3518  0.098
C 9.7597 11.5669 12.9921  -0.255
H 11.3253 5.4803 14.0311  0.086
H 20.3589 6.8610 13.9185  0.104
H 11.3343 4.4369 8.1490  0.133
H 8.6643 6.2858 14.9821  0.094
C 13.6715 3.7952 8.5925  -0.034
C 17.4301 12.4051 15.1415  -0.144
H 13.1126 12.1477 12.5983  -0.025
H 17.3700 3.5668 9.5578  0.107
H 18.2561 4.8912 15.0691  0.115
H 19.9901 14.6083 9.5625  0.097
C 13.3367 5.1915 8.2306  -0.147
H 18.3342 12.8295 9.2004  0.096
C 9.5573 6.8094 14.6205  -0.072
H 20.1750 5.7597 16.7649  0.101
N 16.1878 7.2477 9.0881  0.136
H 10.7486 12.9034 11.5736  0.118
C 17.5728 14.9379 6.5363  -0.124
C 14.1721 14.6860 7.6532  -0.416
H 8.3386 10.4228 11.5664  0.084
H 13.0551 18.3137 6.7006  0.112
C 10.9596 6.4679 14.3417  -0.120
H 12.4862 11.7061 4.2193  0.098
H 8.8267 8.8252 15.1597  0.110
C 19.6723 15.5202 7.6246  -0.091
C 18.5181 5.8006 14.5140  -0.101
C 9.8683 10.8323 14.2335  -0.016
C 11.3664 6.4232 7.8917  -0.007
C 16.2096 11.7579 5.4353  -0.114
C 12.0166 5.2829 7.9201  -0.132
N 13.4889 7.7111 8.2321  0.143
H 18.2593 5.6304 13.4602  0.113
H 20.5538 5.2154 14.5471  0.106
H 12.6306 14.1057 6.2882  0.098
H 11.4098 16.6188 15.0465  0.057
C 14.5792 11.5434 3.6580  -0.099
H 17.2561 11.8557 5.7212  0.098
H 18.9840 16.4078 5.7955  0.100
C 19.4173 7.7516 16.7132  -0.146
C 11.6969 16.2005 16.0136  -0.084
C 12.4299 14.8466 15.8325  -0.264
C 9.6469 8.1464 14.8803  -0.099
H 10.2920 6.4957 7.8401  0.091
C 14.0842 13.3643 14.8805  -0.178
H 15.8511 15.2917 15.4272  0.110
C 19.3525 14.6614 8.6863  -0.092



Record 2
Formula: C56H52BiFN3O2S
Source: OMol25
Level of theory: ωB97M-V/def2-TZVPD

Results
E_LUMO (eV): 2.4
HOMO-LUMO gap (eV): 6.069
Charge: -1

Last column: Löwdin charge in e.
Atoms and positions in Å:
N -0.7749 2.6463 -0.6391  -0.072
C 4.3245 -3.8909 1.5655  -0.127
C -1.4778 -5.4510 2.9168  -0.117
C -1.0023 4.9637 -1.2270  -0.063
C -2.1810 0.1472 0.3884  -0.424
C -0.3401 3.7839 -1.2772  -0.306
H -1.6457 -2.3959 0.9625  0.099
H -2.9512 3.4087 -6.6772  0.097
C -0.9498 5.8653 -5.5083  -0.090
C -4.8776 -3.2567 0.4924  -0.092
H 1.2357 4.6056 -2.4408  0.107
N 1.7170 1.6696 0.6814  -0.018
C 3.2509 0.7326 -5.0169  -0.080
H 1.0007 -3.5633 -0.3790  0.117
C 2.2424 -2.5961 1.3212  -0.279
H -5.5306 -4.1211 0.5133  0.094
C -2.7030 -2.2752 0.7659  -0.027
H 2.5229 4.4593 -4.3908  0.102
H 1.1483 -2.2405 5.8627  0.089
C 2.7621 3.7088 1.3275  -0.060
C 0.2467 -0.9219 4.3948  -0.484
H -3.0996 -4.3504 1.0407  0.092
C -3.5256 -3.3861 0.7910  -0.054
C 2.9931 -1.7783 0.4517  -0.213
C 0.4517 -4.4872 -0.2032  -0.362
H 1.8025 -5.6172 -1.4687  0.074
H 2.2725 -1.0569 5.1734  0.089
H 0.5896 0.5092 5.9864  0.082
H -2.9312 5.8788 -0.7589  0.099
H 4.8411 -4.7285 2.0216  0.092
C -2.8561 3.8694 -0.1519  -0.117
H 1.1833 0.8386 3.8120  0.098
C -0.6939 -3.1476 3.1837  -0.107
H 3.5238 4.4564 1.1535  0.100
C -4.5410 -0.8958 0.1357  -0.034
C 0.8749 1.7268 1.7116  -0.294
C -1.5526 0.6267 1.8798  -0.437
C 1.8536 3.8177 2.3803  -0.047
C -2.8331 1.3706 -0.2450  -0.166
C 4.3147 -1.9806 0.1347  -0.047
C 0.1084 -3.2771 2.0245  -0.221
C -0.1682 5.1122 -4.6412  -0.050
H 1.6445 3.0581 -1.7536  0.068
C 0.7880 -0.0249 3.2785  -0.083
N 0.9674 -2.2905 1.6256  0.073
H -1.5622 2.0903 -5.1097  0.113
H -3.4163 0.2268 2.8786  0.105
H -0.3237 -4.5799 -2.2277  0.074
H 3.3628 2.4341 -0.2946  0.115
C -0.0816 -4.4461 1.2193  -0.154
C 0.8254 3.6251 -2.2132  -0.104
F 2.3479 -0.7265 -0.1454  -0.083
C -3.1952 -1.0060 0.4704  -0.145
C -1.3894 3.1498 -5.2371  -0.013
C -2.3843 -0.1138 2.9029  -0.119
C -0.8897 -1.8959 4.0519  -0.210
C -2.1556 -1.1552 3.6931  -0.037
C -5.3760 -2.0102 0.1512  -0.095
H 2.4773 -4.3389 2.5555  0.113
C -1.4352 -4.2553 3.6104  -0.063
C 2.0286 1.1199 -4.4778  -0.041
H -0.7732 6.9304 -5.5990  0.096
H -1.9924 -4.1749 4.5401  0.107
C 3.9376 3.0252 -5.0909  -0.088
C 0.9454 2.8105 2.5982  -0.065
H -2.9104 1.2042 -1.3248  0.145
C -2.3282 4.9826 -0.6672  -0.087
C 1.4089 -5.6565 -0.4494  -0.061
O -1.1871 -0.3688 -0.4764  -0.390
H 0.6096 5.6231 -4.0871  0.096
H 1.2652 0.3824 -4.2696  0.097
C -2.0498 2.6326 0.0468  -0.596
C -0.8285 -5.5128 1.6875  -0.077
C -2.1693 3.8963 -6.1074  -0.083
O -0.3282 1.7292 -3.2218  -0.402
C 5.0097 -3.0520 0.6916  -0.136
C -0.2584 -0.0083 5.5298  -0.048
S -2.0338 2.3985 1.9719  1.014
H 1.7696 -2.4547 4.2149  0.071
H 4.6779 3.7791 -5.3302  0.097
C 2.7192 3.4061 -4.5511  -0.034
Bi 0.2917 0.8204 -1.3052  2.030
H -1.3510 -5.3897 -1.0350  0.074
H 1.6387 -0.5364 2.8333  0.104
H -2.0280 -6.2994 3.3050  0.088
H 6.0487 -3.2227 0.4432  0.081
H -3.0378 -1.5230 4.2134  0.119
H -3.8814 3.8258 0.1943  0.102
C 4.2134 1.6821 -5.3185  -0.104
C -0.3816 3.7460 -4.4843  -0.125
H 0.8977 -6.6161 -0.3241  0.069
H -0.6046 5.8284 -1.7382  0.092
C -1.9594 5.2618 -6.2425  -0.107
C 2.6643 2.6056 0.5183  -0.150
H -0.9581 0.7433 5.1600  0.079
H 5.1687 1.3817 -5.7305  0.095
C 1.7509 2.4567 -4.2221  -0.146
C 2.9913 -3.6740 1.8700  -0.050
H 0.2952 2.8420 3.4604  0.098
H 0.2892 -0.2797 1.2594  0.070
C -0.7080 -4.5218 -1.2047  -0.057
H 3.4482 -0.3173 -5.1950  0.101
H -3.8257 1.5333 0.1624  0.097
C 1.4333 -1.7199 4.9425  -0.031
H -4.9787 0.0480 -0.1552  0.097
H -1.1081 -2.3293 5.0322  0.119
H 1.8778 4.6755 3.0409  0.107
H -1.3234 -3.6227 -1.1227  0.067
H -6.4190 -1.8933 -0.1185  0.093
H -2.5803 5.8504 -6.9066  0.093
H -0.9280 -6.4041 1.0747  0.105
H 2.2509 -5.6218 0.2443  0.063
H 4.7878 -1.2957 -0.5594  0.106
C 0.0203 0.4822 1.9965  -0.182
C 0.4295 2.8545 -3.5308  -0.502
H -0.7664 -0.5829 6.3104  0.086



Taking the records one at a time from the top gives E values of -138388.607 -86873.924 eV.